1.
Density functional theory data (the ωB97M-V functional and the def2-TZVPD basis) for a structure of composition C13H25LaO at a distorted geometry.

Geometry as XYZ:
```
40
Properties=species:S:1:pos:R:3:forces:R:3
C 1.65115 2.47269 0.13535 0.86 0.31 0.84
H 2.54063 3.10208 0.27131 -0.20 -0.12 -0.23
H 1.88824 1.77440 -0.69543 0.02 0.17 0.30
H 1.61770 1.93064 1.14282 0.58 1.20 -1.02
C 0.42425 3.34920 -0.13475 -0.21 0.41 0.21
H -0.45687 2.76224 -0.46427 0.09 0.01 -0.07
H 0.12166 3.83888 0.80090 0.07 -0.15 -0.11
C 0.69458 4.45818 -1.17294 0.02 -0.13 -0.13
H -0.20066 5.07559 -1.32131 0.23 -0.23 0.06
H 1.50190 5.12025 -0.83103 -0.22 -0.24 -0.02
H 0.98837 4.04523 -2.14707 -0.08 0.06 0.23
C -0.87963 -2.00033 0.72942 0.01 -0.72 -1.20
C -1.54737 -1.20984 -0.26715 0.69 -1.40 -0.64
C -0.58738 -0.87581 -1.28667 -0.08 -1.80 0.12
C 0.67905 -1.47032 -0.91484 -1.31 -1.10 -0.24
C 0.48971 -2.17107 0.32822 -1.14 -0.56 -1.10
C 1.49790 -2.98842 1.05268 0.38 -0.09 0.24
C 1.95236 -1.33670 -1.67557 0.47 0.01 -0.20
C -0.82320 -0.01453 -2.47915 -0.12 0.32 -0.33
C -2.97535 -0.80283 -0.22126 -0.37 0.21 0.01
C -1.51663 -2.58541 1.94281 -0.32 -0.37 0.40
La 0.16680 0.25429 0.72218 0.60 4.01 2.58
H 2.81003 -1.68691 -1.08872 -0.16 0.08 -0.21
H 1.91382 -1.94380 -2.59392 0.04 0.23 0.24
H 2.15741 -0.29960 -1.98668 -0.03 -0.24 -0.04
H 2.51859 -2.69420 0.78650 -0.12 -0.16 0.12
H 1.38209 -2.90930 2.14180 0.09 -0.10 -0.19
H 1.37934 -4.05171 0.78995 0.05 0.31 0.10
H -2.33676 -1.96267 2.32932 0.25 -0.17 -0.08
H -1.96086 -3.56596 1.70216 0.15 0.30 0.07
H -0.79618 -2.76572 2.75413 -0.21 0.06 -0.22
H -3.15849 0.08686 -0.83389 -0.12 -0.17 0.12
H -3.60855 -1.61307 -0.61427 0.11 0.26 0.12
H -3.30826 -0.60052 0.80608 -0.05 -0.04 -0.22
H -0.02460 0.72996 -2.63324 -0.13 -0.17 -0.04
H -0.86372 -0.62860 -3.39295 0.05 0.22 0.25
H -1.77677 0.52348 -2.40649 0.23 -0.13 -0.10
O -0.39161 0.25881 3.20263 -0.21 -0.07 0.50
H -0.07104 -0.37140 3.87106 -0.12 0.14 -0.08
H -1.09167 0.76597 3.65226 0.23 -0.13 -0.05
```
Positions in Å, forces in eV/Å.

**Gap between HOMO and LUMO**: 8.0 eV
**Charge**: +2

natural (NBO) atomic charge list, values in e, 2 entries: -0.6411 0.2966

=====

2.
Density functional theory data (the ωB97M-V functional and the def2-TZVPD basis) for a cluster of 5 separate species, C13H25N5O4 in total at a distorted geometry.

Geometry as XYZ:
```
47
Properties=species:S:1:pos:R:3:forces:R:3
C -10.12117 -3.54456 9.72856 -2.38 1.21 2.62
C -11.54666 -3.66443 10.06063 1.12 2.20 0.76
C -12.22837 -2.57147 10.80233 3.86 -1.20 -2.98
N -11.52818 -1.45018 10.99665 0.77 1.01 0.03
C -10.22261 -1.26723 10.60004 0.32 -3.28 0.64
C -9.41570 -2.34430 10.11539 -3.15 -1.11 -1.32
H -9.57833 -4.44363 9.47677 -0.03 0.08 -0.64
H -12.12299 -4.52245 9.74749 0.14 -0.24 0.14
H -13.27944 -2.59614 11.04941 0.04 -0.04 0.24
H -9.61647 -0.42327 10.89452 -0.88 0.79 0.05
H -8.38250 -2.32239 9.80168 0.17 0.59 0.47
C -18.09837 -5.32440 15.52377 -0.75 1.13 -0.33
C -18.92925 -4.27770 14.63078 -1.83 -4.33 -1.15
N -18.27700 -3.21328 14.24006 1.57 2.52 0.06
O -20.06208 -4.51344 14.15280 1.86 0.28 1.93
H -17.02020 -5.16493 15.53837 -0.02 0.52 -0.16
H -18.19986 -6.38352 15.28698 -0.68 0.29 -0.32
H -18.46185 -5.14631 16.53583 0.03 -0.22 0.12
H -18.83209 -2.41215 13.97518 0.14 -0.18 -0.36
H -17.30740 -3.05123 14.47185 -0.32 -0.01 0.20
C -17.27939 4.86937 12.20511 -0.14 1.47 0.82
C -16.30470 3.76565 11.94995 -1.72 -3.84 -1.80
N -15.21199 3.61767 12.66206 1.33 2.03 1.94
O -16.55230 2.78595 11.21769 -0.75 1.68 -0.30
H -17.06963 5.46854 13.09117 0.60 -0.22 0.35
H -18.28510 4.51730 12.43466 0.11 -0.42 -0.66
H -17.30595 5.66548 11.46107 -0.09 -0.54 -0.57
H -15.08879 4.31144 13.38566 0.77 -0.50 0.10
H -14.68032 2.76352 12.57345 -0.10 0.31 0.09
C -24.34680 6.88202 14.87594 -0.99 -0.83 0.60
C -24.82663 5.96828 16.05933 -0.72 -3.29 -3.77
N -24.53894 6.33938 17.27146 0.75 1.54 2.20
O -25.40234 4.87151 15.82248 0.78 2.77 0.34
H -23.45680 7.49528 15.01702 0.09 -0.30 0.27
H -25.16981 7.56788 14.67509 -0.07 0.07 -0.01
H -24.27167 6.22524 14.00927 0.23 0.15 0.10
H -23.84426 7.06393 17.38353 -0.45 -0.02 0.41
H -25.00510 5.91680 18.06153 0.37 -0.09 -0.14
C -17.64930 3.57050 5.62042 -0.05 0.27 -0.16
C -16.21693 3.23068 5.16141 -3.49 0.94 -0.05
N -15.43236 2.57306 5.98576 0.79 -0.98 0.88
O -15.84893 3.56665 4.07318 0.53 0.64 -1.61
H -17.57573 4.57566 6.03552 -0.30 0.17 -0.19
H -18.19778 2.97932 6.35376 0.76 -0.41 0.33
H -18.31117 3.54104 4.75488 0.32 0.45 -0.16
H -14.76172 2.17958 5.34115 0.79 -0.75 0.98
H -15.92898 2.04605 6.68986 0.65 -0.32 0.00
```
Positions in Å, forces in eV/Å.

**SMILES**: c1ccncc1.CC(N)=O.CC(N)=O.CC(N)=O.CC(N)=O
**Gap between HOMO and LUMO**: 10.0 eV

natural (NBO) atomic charge list, values in e, 2 entries: -0.1889 -0.2373

=====

3.
Density functional theory data (the ωB97M-V functional and the def2-TZVPD basis) for a structure of composition C13H25O7Rb2 at a distorted geometry.

Geometry as XYZ:
```
47
Properties=species:S:1:pos:R:3:forces:R:3
Rb -5.04624 3.81583 2.58235 0.32 -0.11 -0.33
Rb -6.93471 -2.25551 -3.38474 0.39 0.27 0.08
O -1.81965 1.75953 -2.50075 1.44 -0.53 -0.20
C -2.99577 1.35303 -2.03632 -4.11 1.09 1.59
O -3.32898 0.15712 -2.12309 0.79 -1.83 -0.72
O -3.73679 2.20579 -1.52472 -0.26 1.44 0.48
H -1.49683 0.85544 -2.50100 1.61 -0.34 -0.90
C -2.82540 -2.62281 5.33468 -0.95 1.49 0.25
C -3.68283 -1.79271 4.34242 0.28 0.28 -0.44
O -3.96350 -0.61337 4.54634 0.23 -1.91 -0.47
C -4.09198 -2.59909 3.06934 0.36 0.53 0.35
H -3.47550 -3.36375 5.79993 0.12 -0.40 -0.27
H -2.57828 -1.93079 6.13976 0.30 -0.06 -0.03
H -1.91963 -3.05263 4.90698 -0.28 -0.07 -0.13
H -3.31942 -3.34654 2.88886 -0.13 -0.12 0.07
H -4.17667 -2.01550 2.15263 0.05 0.43 0.27
H -5.04871 -3.10706 3.19077 0.01 -0.05 0.35
C 3.33637 -0.87119 0.84581 -0.33 0.11 1.12
C 3.14662 -1.41639 2.26706 -1.75 0.12 -0.09
O 2.11435 -1.28675 2.90727 0.52 0.25 -0.78
C 4.28053 -2.14023 2.84221 1.06 -0.94 0.50
H 3.92128 0.03774 0.98661 0.20 0.10 -0.25
H 2.36903 -0.58189 0.43514 0.15 -0.22 -0.14
H 3.90200 -1.57150 0.23121 -0.16 0.13 -0.08
H 4.07011 -2.62009 3.79802 -0.25 0.43 0.07
H 5.11836 -1.45191 2.95336 0.24 -0.15 -0.07
H 4.56040 -2.96361 2.18509 0.31 0.17 -0.27
C 0.09558 5.90243 -0.88211 -0.04 -0.26 -0.52
C -0.33234 5.49125 0.48915 -1.76 1.03 -0.08
O -1.28432 6.09115 1.00155 1.16 -1.16 -0.16
C 0.44061 4.42542 1.20050 -0.77 0.31 0.13
H -0.74101 6.25699 -1.48419 -0.04 0.28 0.38
H 0.53796 5.10398 -1.47782 0.37 -0.03 0.31
H 0.80776 6.70774 -0.70214 0.17 0.08 -0.39
H 0.23863 3.45559 0.74581 0.10 -0.01 -0.18
H 0.01961 4.42796 2.20591 0.63 -0.17 0.20
H 1.50343 4.65216 1.11619 0.01 -0.17 0.32
C 3.18644 -2.92327 -4.80193 0.65 -1.38 -1.00
C 1.95739 -2.09568 -4.74568 -0.56 0.95 0.74
O 1.51213 -1.91751 -3.62826 -0.64 0.31 -0.73
C 1.36621 -1.36623 -5.99672 0.87 0.75 0.52
H 4.10361 -2.39105 -4.54964 -0.17 0.42 -0.21
H 3.30414 -3.40172 -5.77420 0.25 0.17 -0.19
H 3.14403 -3.74117 -4.08265 -0.32 0.17 0.16
H 0.64486 -1.86942 -6.64056 0.06 -0.39 0.42
H 2.15432 -0.98568 -6.64646 0.46 -0.65 -0.17
H 0.96260 -0.40389 -5.68191 -0.60 -0.33 0.47
```
Positions in Å, forces in eV/Å.

**Gap between HOMO and LUMO**: 5.1 eV
**Charge**: +1

natural (NBO) atomic charge list, values in e, 2 entries: 0.9978 0.9989

=====

4.
Density functional theory data (the ωB97M-V functional and the def2-TZVPD basis) for a structure of composition C13H26AuNO3P2 at a distorted geometry.

Geometry as XYZ:
```
46
Properties=species:S:1:pos:R:3:forces:R:3
Au -0.19597 -0.12790 0.90962 -0.02 -0.84 -0.22
P 1.96395 -1.10576 0.89162 0.33 0.30 1.36
C 2.14424 -1.66245 -0.76713 0.37 -0.58 -0.91
C 0.97626 -1.80780 -1.55104 -0.86 0.05 -0.61
N -0.23746 -1.40340 -1.01968 0.19 -0.07 -0.42
C -1.38943 -1.59729 -1.65512 0.11 -0.43 0.37
C -1.43806 -2.35580 -2.82541 0.09 0.19 -0.35
C -0.24305 -2.68760 -3.46565 -0.02 -0.03 0.02
C 0.96599 -2.35616 -2.87236 0.33 0.14 0.73
C -2.67413 -1.04258 -1.04873 0.22 -0.08 0.13
P -2.30920 0.42218 -0.02313 -1.04 0.75 -0.85
H 1.92764 -2.50586 -3.36154 -0.32 -0.21 0.05
H -2.41544 -2.59865 -3.23254 0.26 -0.03 -0.14
H -0.25472 -3.20022 -4.42739 -0.02 0.17 0.24
H -3.37596 -0.76665 -1.84158 0.01 -0.18 0.10
H -3.16431 -1.76806 -0.37895 0.19 0.00 -0.34
H 3.98908 2.59289 -2.63670 0.83 0.29 -0.33
H 3.07650 -2.11037 -1.14230 -0.40 0.42 0.11
H 0.44917 3.15622 -0.72124 0.70 0.45 -0.28
O 3.07008 2.39076 -2.54070 -1.91 -0.08 -0.87
H 2.62797 2.59361 -3.40920 1.00 -0.22 1.28
H 0.23690 2.42302 1.29430 0.42 1.03 0.03
O 0.45161 3.71722 0.06197 0.09 -0.39 0.70
H 1.35453 4.03223 0.28558 -0.67 -0.33 -0.75
C -2.35706 1.81274 -1.21224 0.19 0.03 -0.03
H -3.34613 1.82762 -1.70587 0.45 0.08 0.21
H -2.18386 2.76442 -0.68366 -0.15 -0.30 -0.20
H -1.56968 1.68833 -1.97192 -0.28 0.02 0.18
C -3.76785 0.72206 1.00842 -0.03 -0.16 0.12
H -3.51938 1.48737 1.75848 -0.18 -0.20 -0.22
H -4.60340 1.07326 0.38203 0.26 -0.14 0.28
H -4.05007 -0.21023 1.51628 0.00 0.31 -0.03
C 2.20168 -2.56000 1.95678 -0.08 -0.29 -0.12
H 3.23413 -2.93416 1.88517 -0.30 0.14 0.03
H 1.96838 -2.31647 3.00074 0.10 0.01 -0.25
H 1.51204 -3.34383 1.61492 0.21 0.14 0.17
C 3.17153 0.12455 1.48485 0.51 -0.05 -0.38
H 2.86854 0.48672 2.47643 -0.09 -0.25 -0.22
H 4.18043 -0.30064 1.57728 -0.24 0.12 -0.10
H 3.20231 0.98698 0.80924 0.02 -0.19 0.06
C -0.54753 0.81916 3.92321 0.22 0.62 0.68
C -0.21282 1.07087 2.52011 0.56 2.25 0.43
O 0.20189 2.30149 2.27386 -1.00 -2.10 0.75
H -1.59382 0.49254 4.00976 0.24 -0.06 -0.11
H -0.40666 1.74930 4.49879 -0.10 -0.39 -0.05
H 0.08115 0.02636 4.35465 -0.19 0.06 -0.22
```
Positions in Å, forces in eV/Å.

**Spin multiplicity**: 3
**Gap between HOMO and LUMO (alpha / beta)**: 6.6 / 7.9 eV
**Charge**: +2

Löwdin atomic charge list, values in e, 2 entries: 0.8118 0.7592

=====

5.
Density functional theory data (the ωB97M-V functional and the def2-TZVPD basis) for a structure of composition C13H26B2F3N2O15Tl2 at a distorted geometry.

Geometry as XYZ:
```
63
Properties=species:S:1:pos:R:3:forces:R:3
Tl -2.47652 -1.50088 -4.88850 -0.13 -0.05 0.07
Tl 1.21639 3.93748 -2.43951 -0.04 0.06 0.18
B -1.53105 2.67085 -5.48921 2.20 -0.02 -1.56
H -2.14211 2.12047 -6.18772 -2.66 -3.81 -1.78
H -2.00705 2.51572 -4.53339 -4.49 0.23 4.32
H -0.54802 2.23293 -5.41094 4.33 -1.43 -1.40
H -1.46621 3.73163 -5.67571 0.79 4.62 1.02
B -0.72098 0.21217 -1.62198 0.34 1.03 0.01
H -0.24558 0.29987 -2.58662 3.56 -0.23 -3.80
H -0.76820 -0.85526 -1.47167 -1.60 -4.90 -0.87
H -0.15566 0.65397 -0.81609 2.25 3.43 2.36
H -1.71132 0.63737 -1.57023 -4.69 1.07 1.69
C 4.26057 -1.07264 -6.66110 2.66 -0.78 -3.08
C 3.21787 -0.45394 -5.72054 -3.74 3.35 4.78
O 3.43527 0.64793 -5.12564 1.68 -1.88 -2.27
O 2.20606 -1.15317 -5.56060 1.25 -1.20 -1.63
H 3.86420 -1.64280 -7.50128 -0.87 -0.35 0.75
H 5.03372 -1.64247 -6.14571 -0.57 -0.09 0.82
H 4.81157 -0.30952 -7.21078 -0.29 0.91 0.64
C -0.54839 5.30143 4.97544 0.21 1.94 2.11
C 0.67225 4.81577 5.78335 -2.42 -0.50 -1.35
O 1.45428 4.41659 4.71540 3.23 -0.01 0.26
C 0.81334 4.25736 3.57609 0.74 -2.24 -1.67
O 1.31790 3.68185 2.59737 -1.69 1.91 2.11
O -0.44748 4.66080 3.73012 -0.20 -0.08 -0.99
F 0.23335 3.68635 6.38287 0.25 -0.99 1.04
H -0.44578 6.38332 4.89121 -0.30 0.10 -0.52
H -1.45742 5.08305 5.53585 -0.06 -0.26 -0.52
H 1.15222 5.44164 6.53569 0.20 0.11 -0.55
C 0.30347 -6.97907 0.82808 1.94 -0.74 1.23
C -0.74527 -7.99341 0.50438 3.06 0.64 -1.78
O -1.34811 -7.30055 -0.55374 -2.25 -0.93 -1.81
C -1.24257 -5.99124 -0.42910 2.78 2.06 -3.20
O -1.60393 -5.13063 -1.24750 -0.25 -2.11 2.62
O -0.18794 -5.75925 0.40438 -1.56 1.73 0.11
F -1.62112 -8.15771 1.39306 -3.45 -0.63 3.87
H 1.19314 -7.22868 0.24990 0.17 0.07 -0.10
H 0.60108 -6.91647 1.87479 -0.22 -0.11 0.05
H -0.30510 -8.96746 0.29088 -0.20 0.10 -1.02
C -0.68317 -0.89275 3.46134 -0.68 0.20 0.66
C -1.17191 -1.16975 4.87263 -0.36 0.66 0.39
O -0.02750 -1.01835 5.70989 -0.75 0.30 0.20
C 0.97762 -0.55649 4.99878 2.41 0.65 -0.17
O 2.05677 -0.18050 5.45401 -2.46 -0.90 -1.26
O 0.66428 -0.56595 3.66519 1.57 0.24 0.16
F -1.54066 -2.44563 4.91074 -0.48 -1.29 0.45
H -1.15849 -0.06707 2.93179 -0.13 -0.08 0.16
H -0.89075 -1.85326 2.98971 0.70 0.15 -0.67
H -1.99158 -0.56530 5.26107 0.15 0.08 0.07
C -5.34202 4.97612 -0.54643 -0.28 -0.11 1.25
N -4.30668 4.03002 -1.03107 0.35 1.39 -1.48
O -3.12726 4.27961 -0.83068 -0.17 -0.40 0.59
O -4.66140 3.21519 -1.85388 -0.06 -0.81 0.32
H -5.97780 5.20555 -1.40157 0.23 0.20 0.20
H -4.85730 5.79912 -0.02125 0.12 0.13 -0.67
H -5.93300 4.50681 0.24008 -0.10 -0.44 -0.29
C 3.29194 -2.07296 -0.46254 -0.14 -0.22 -0.36
N 4.22257 -0.96496 -0.76373 -0.46 -0.51 0.91
O 5.27888 -1.23119 -1.26106 0.84 -0.06 -0.70
O 3.88032 0.15043 -0.45577 -0.28 0.91 -0.12
H 2.83538 -1.90091 0.51217 0.24 -0.07 -0.08
H 3.86957 -2.99226 -0.55911 -0.21 0.05 0.23
H 2.53140 -2.01878 -1.24148 -0.05 -0.11 0.08
```
Positions in Å, forces in eV/Å.

**Gap between HOMO and LUMO**: 1.5 eV
**Charge**: +3

natural (NBO) atomic charge list, values in e, 2 entries: 0.9953 0.9878

=====

Short version: relative energy (zero: lowest compared OMol25 entry of this formula, charge and spin) = 0.000, 3.105, 3.206, 0.000, 7.354 eV, in the order given.
Short version: E = -616.603002, -1085.064172, -1084.952680, -1609.231368, -2441.360381 Ha, in the order given.